Molecular formula: C6H10N
Method: DFT, the ωB97M-V functional and the def2-TZVPD basis

Structure (XYZ):
```
17
Properties=species:S:1:pos:R:3:forces:R:3
C 2.5878 0.0825 0.0856 0.396 0.735 -2.333
C 1.1508 -0.0020 -0.1727 -3.687 -0.027 -0.847
C 0.1510 -0.2775 -1.0747 3.351 0.330 -1.230
C -1.0142 -0.0562 -0.2042 0.099 1.848 0.545
C -2.2166 0.8418 -0.5361 0.848 -1.655 -0.567
C -0.7564 -1.0441 0.8395 -0.358 -0.551 -0.448
N 0.0742 0.2146 0.8772 0.919 -0.185 1.248
H 3.0571 -0.4200 -0.8218 -0.144 0.907 1.196
H 2.8912 -0.4330 0.9626 0.192 -0.493 0.862
H 2.8762 1.1749 0.1616 -0.050 -1.267 -0.191
H 0.1945 -0.7731 -2.0330 -0.047 0.281 -0.169
H -1.8724 1.7115 -1.1430 -0.521 -1.095 -0.118
H -2.7197 1.2663 0.3026 -0.222 -0.063 0.940
H -2.9095 0.0550 -0.9823 0.539 1.627 -0.150
H -1.5120 -1.2219 1.5537 -0.450 0.080 1.275
H -0.2034 -1.8883 0.4417 -0.044 -0.153 0.785
H 0.2214 0.7694 1.7432 -0.821 -0.319 -0.798
```
Positions in Å, forces in eV/Å.

The net charge is +1. The calculation puts the total energy at -7864.232 eV. As for the SMILES: CC1=C[C@@]2(C)C[N@@H+]12. The orbital gap comes out at 10.735 eV.